(1)
# C5H12O

C5H12O in the gas phase at a distorted geometry (ωB97M-V/def2-TZVPD, the Open Molecules 2025 dataset).

Results
* ΔE to the lowest compared entry with this formula, charge and spin: 31.4 kJ/mol
* spin multiplicity: 1
* Kohn-Sham gap: 11.261 eV
* net charge: 0
* E: -272.936692 a.u.

Last columns: bonded neighbours and bond lengths (Å).
CARTESIAN COORDINATES (ANGSTROEM)
1 C 0.4388 1.6651 0.1171  O2 1.451, C3 1.510, H7 1.077, H8 1.081
2 O 1.4606 1.4882 1.1326  C1 1.451, H9 0.974
3 C 0.3089 0.4353 -0.7502  C1 1.510, C4 1.522, H10 1.085, H11 1.091
4 C -0.2066 -0.8234 -0.0683  C3 1.522, C5 1.522, C6 1.533, H12 1.084
5 C -0.1572 -1.9952 -1.0377  C4 1.522, H13 1.081, H14 1.088, H15 1.095
6 C -1.5947 -0.6624 0.5611  C4 1.533, H16 1.091, H17 1.091, H18 1.086
7 H 0.7691 2.5197 -0.4482  C1 1.077
8 H -0.4836 1.9205 0.6192  C1 1.081
9 H 1.0349 1.1497 1.9404  O2 0.974
10 H 1.2874 0.2424 -1.1780  C3 1.085
11 H -0.3247 0.6854 -1.6027  C3 1.091
12 H 0.4734 -1.0736 0.7376  C4 1.084
13 H 0.8360 -2.1020 -1.4516  C5 1.081
14 H -0.4272 -2.9411 -0.5730  C5 1.088
15 H -0.8465 -1.8646 -1.8781  C5 1.095
16 H -1.8639 -1.6048 1.0412  C6 1.091
17 H -2.3424 -0.4968 -0.2162  C6 1.091
18 H -1.5829 0.1610 1.2694  C6 1.086

Atomic partial charges in e from the Mulliken method, atoms 1 to 8: C -0.70; O -0.54; C -0.61; C 0.86; C -1.64; C -1.39; H 0.36; H 0.30

=====

(2)
# C5H12O

3 unconnected molecules or ions with the total composition C5H12O (ωB97M-V/def2-TZVPD, the Open Molecules 2025 dataset).

Results
* ΔE to the lowest compared entry with this formula, charge and spin: 182.5 kJ/mol
* spin multiplicity: 1
* Kohn-Sham gap: 10.807 eV
* net charge: 0
* E: -272.879156 a.u.

Last columns: bonded neighbours and bond lengths (Å).
CARTESIAN COORDINATES (ANGSTROEM)
1 C 1.7760 -1.1177 -0.5283  C2 1.500, H7 1.093, H8 1.093, H9 1.095
2 C 0.5145 -0.8511 -1.2944  C1 1.500, C3 1.331, H10 1.091
3 C -0.5944 -1.5829 -1.2169  C2 1.331, H12 1.087, H13 1.089
4 C -2.3350 -0.0392 0.8737  O5 1.204, H14 1.106, H15 1.107
5 O -1.9532 0.1487 1.9995  C4 1.204
6 C 0.5323 2.1611 0.9777  H11 1.092, H16 1.091, H17 1.093, H18 1.092
7 H 1.6159 -1.8419 0.2744  C1 1.093
8 H 2.1700 -0.2004 -0.0826  C1 1.093
9 H 2.5552 -1.5083 -1.1911  C1 1.095
10 H 0.5365 -0.0007 -1.9782  C2 1.091
11 H 0.6008 1.4378 0.1629  C6 1.092
12 H -1.4685 -1.3531 -1.8215  C3 1.087
13 H -0.6654 -2.4526 -0.5658  C3 1.089
14 H -2.2205 0.7148 0.0731  C4 1.106
15 H -2.8388 -0.9786 0.5757  C4 1.107
16 H 0.3326 1.6303 1.9100  C6 1.091
17 H -0.2913 2.8507 0.7774  C6 1.093
18 H 1.4668 2.7208 1.0520  C6 1.092

Atomic partial charges in e from the Mulliken method, atoms 1 to 8: C -0.96; C 0.21; C -1.07; C -0.14; O -0.40; C -0.80; H 0.29; H 0.26

=====

(3)
# C5H12O

C5H12O in the gas phase (ωB97M-V/def2-TZVPD, the Open Molecules 2025 dataset).

Results
* ΔE to the lowest compared entry with this formula, charge and spin: 394.7 kJ/mol
* spin multiplicity: 1
* Kohn-Sham gap: 7.595 eV
* net charge: 0
* E: -272.798331 a.u.

Last columns: bonded neighbours and bond lengths (Å).
CARTESIAN COORDINATES (ANGSTROEM)
1 C 1.2273 0.4960 1.4930  C2 1.518, H7 1.095, H8 1.095, H9 1.097
2 C 0.0337 0.5351 0.5553  C1 1.518, C3 1.506, O6 1.463, H10 1.096
3 C -0.5556 1.9076 0.3639  C2 1.506, H11 1.096, H12 1.094, H13 1.093
4 C 0.4503 -1.5838 -0.5907  C5 1.508, O6 1.625, H14 1.100
5 C -0.8845 -1.8872 -1.2244  C4 1.508, H15 1.095, H16 1.114, H17 1.105
6 O 0.5104 0.0335 -0.7342  C2 1.463, C4 1.625, H18 0.984
7 H 1.4932 -0.5366 1.7406  C1 1.095
8 H 2.0859 0.9752 1.0109  C1 1.095
9 H 0.9945 1.0460 2.4136  C1 1.097
10 H -0.7208 -0.1844 0.8923  C2 1.096
11 H -1.4055 1.8696 -0.3271  C3 1.096
12 H -0.9161 2.2899 1.3230  C3 1.094
13 H 0.2094 2.5846 -0.0246  C3 1.093
14 H 1.2629 -1.8478 -1.2836  C4 1.100
15 H -0.9702 -2.9788 -1.1930  C5 1.095
16 H -1.0514 -1.5738 -2.2803  C5 1.114
17 H -1.7374 -1.4974 -0.6402  C5 1.105
18 H -0.0260 0.3522 -1.4945  O6 0.984

Atomic partial charges in e from the Mulliken method, atoms 1 to 8: C -1.41; C 0.80; C -1.44; C -0.52; C -0.96; O -0.25; H 0.37; H 0.31

=====

(4)
# C5H12O

C5H12O in the gas phase at a distorted geometry (ωB97M-V/def2-TZVPD, the Open Molecules 2025 dataset).

Results
* ΔE to the lowest compared entry with this formula, charge and spin: 55.7 kJ/mol
* spin multiplicity: 1
* Kohn-Sham gap: 11.193 eV
* net charge: 0
* E: -272.927451 a.u.

Last columns: bonded neighbours and bond lengths (Å).
CARTESIAN COORDINATES (ANGSTROEM)
1 C -1.1947 0.7448 -0.9504  C2 1.536, H7 1.096, H8 1.100, H9 1.094
2 C -0.4393 -0.2503 -0.0561  C1 1.536, C3 1.530, C4 1.541, H10 1.123
3 C -1.4304 -1.1889 0.6345  C2 1.530, H11 1.094, H12 1.095, H13 1.099
4 C 0.6185 0.4821 0.7920  C2 1.541, C5 1.536, H14 1.097, H15 1.099
5 C 1.8894 0.6169 -0.0602  C4 1.536, O6 1.414, H16 1.098, H17 1.105
6 O 2.4898 -0.6492 -0.2477  C5 1.414, H18 0.974
7 H -0.5309 1.4863 -1.4089  C1 1.096
8 H -1.9301 1.3057 -0.3540  C1 1.100
9 H -1.7483 0.2425 -1.7492  C1 1.094
10 H 0.1886 -0.9714 -0.6451  C2 1.123
11 H -2.2211 -0.6564 1.1718  C3 1.094
12 H -0.9195 -1.8641 1.3281  C3 1.095
13 H -1.9170 -1.8099 -0.1312  C3 1.099
14 H 0.3299 1.4977 1.0916  C4 1.097
15 H 0.8588 -0.1140 1.6839  C4 1.099
16 H 2.5983 1.3051 0.4181  C5 1.098
17 H 1.6218 1.0463 -1.0424  C5 1.105
18 H 1.7362 -1.2232 -0.4747  O6 0.974

Atomic partial charges in e from the Mulliken method, atoms 1 to 8: C -1.39; C 0.98; C -1.62; C -0.60; C -0.40; O -0.51; H 0.32; H 0.34

=====

(5)
# C5H12O

3 unconnected molecules or ions with the total composition C5H12O (ωB97M-V/def2-TZVPD, the Open Molecules 2025 dataset).

Results
* ΔE to the lowest compared entry with this formula, charge and spin: 179.1 kJ/mol
* spin multiplicity: 1
* Kohn-Sham gap: 10.803 eV
* net charge: 0
* E: -272.880437 a.u.

Last columns: bonded neighbours and bond lengths (Å).
CARTESIAN COORDINATES (ANGSTROEM)
1 C -1.9576 -0.6077 0.5916  C2 1.500, H7 1.094, H8 1.097, H9 1.097
2 C -1.5705 0.3815 -0.4670  C1 1.500, C3 1.331, H10 1.091
3 C -1.4006 1.6865 -0.2651  C2 1.331, H12 1.088, H13 1.089
4 C 1.6340 1.5157 0.4139  O5 1.205, H14 1.106, H15 1.107
5 O 1.9629 0.9955 1.4503  C4 1.205
6 C 1.6990 -1.7907 -0.3935  H11 1.095, H16 1.094, H17 1.094, H18 1.093
7 H -2.0846 -0.1186 1.5622  C1 1.094
8 H -1.1926 -1.3860 0.6997  C1 1.097
9 H -2.8952 -1.1131 0.3293  C1 1.097
10 H -1.4304 -0.0207 -1.4717  C2 1.091
11 H 0.7300 -1.5082 -0.8177  C6 1.095
12 H -1.1306 2.3612 -1.0744  C3 1.088
13 H -1.5426 2.1308 0.7190  C3 1.089
14 H 1.5674 0.9510 -0.5342  C4 1.106
15 H 1.3833 2.5925 0.3512  C4 1.107
16 H 1.9017 -1.1843 0.4936  C6 1.094
17 H 2.4816 -1.6228 -1.1388  C6 1.094
18 H 1.6802 -2.8489 -0.1218  C6 1.093

Atomic partial charges in e from the Mulliken method, atoms 1 to 8: C -0.97; C 0.28; C -1.05; C -0.13; O -0.42; C -0.98; H 0.30; H 0.22

=====

(6)
# C5H12O

C5H12O in the gas phase (ωB97M-V/def2-TZVPD, the Open Molecules 2025 dataset).

Results
* ΔE to the lowest compared entry with this formula, charge and spin: 33.4 kJ/mol
* spin multiplicity: 1
* Kohn-Sham gap: 11.302 eV
* net charge: 0
* E: -272.935919 a.u.

Last columns: bonded neighbours and bond lengths (Å).
CARTESIAN COORDINATES (ANGSTROEM)
1 C 1.1265 1.3327 -0.3465  C2 1.539, H7 1.095, H8 1.096, H9 1.095
2 C 0.1887 0.5230 0.5671  C1 1.539, C3 1.532, C4 1.533, H10 1.101
3 C 0.9009 0.1868 1.8806  C2 1.532, H11 1.098, H12 1.095, H13 1.095
4 C -0.2987 -0.7794 -0.0773  C2 1.533, C5 1.519, H14 1.098, H15 1.097
5 C -1.3174 -0.6250 -1.1937  C4 1.519, O6 1.418, H16 1.103, H17 1.103
6 O -1.6931 -1.9341 -1.5874  C5 1.418, H18 0.964
7 H 0.9898 1.0933 -1.4066  C1 1.095
8 H 2.1737 1.1254 -0.0980  C1 1.096
9 H 0.9745 2.4100 -0.2256  C1 1.095
10 H -0.6935 1.1379 0.8015  C2 1.101
11 H 1.6977 -0.5448 1.6910  C3 1.098
12 H 0.2136 -0.2520 2.6119  C3 1.095
13 H 1.3631 1.0722 2.3306  C3 1.095
14 H 0.5593 -1.3431 -0.4675  C4 1.098
15 H -0.7626 -1.4123 0.6896  C4 1.097
16 H -0.8929 -0.0639 -2.0426  C5 1.103
17 H -2.1902 -0.0593 -0.8270  C5 1.103
18 H -2.3393 -1.8672 -2.3000  O6 0.964

Atomic partial charges in e from the Mulliken method, atoms 1 to 8: C -1.36; C 0.86; C -1.64; C -0.89; C -0.42; O -0.50; H 0.36; H 0.34

=====

(7)
# C5H12O2

3 unconnected molecules or ions with the total composition C5H12O2 (ωB97M-V/def2-TZVPD, the Open Molecules 2025 dataset).

Results
* ΔE to the lowest compared entry with this formula, charge and spin: 622.0 kJ/mol
* spin multiplicity: 1
* Kohn-Sham gap: 7.578 eV
* net charge: 0
* E: -347.967896 a.u.

Last columns: bonded neighbours and bond lengths (Å).
CARTESIAN COORDINATES (ANGSTROEM)
1 C 2.3017 0.0809 1.2104  C2 1.518, H8 1.093, H9 1.097, H10 1.094
2 C 0.8860 0.6215 1.2946  C1 1.518, C3 1.495, H11 1.093, H12 1.105
3 C 0.1753 0.6333 -0.0206  C2 1.495, C5 1.385, H13 1.093
4 O 0.0744 -1.3895 -0.5849  H14 0.978
5 C -1.1972 0.6372 -0.2101  C3 1.385, O7 1.396, H15 1.088
6 C -1.2088 -0.7214 -1.9155  H16 1.090, H17 1.092, H18 1.089
7 O -1.9517 -0.0350 0.7528  C5 1.396, H19 0.965
8 H 2.2602 -0.9759 0.9357  C1 1.093
9 H 2.8587 0.6108 0.4275  C1 1.097
10 H 2.8369 0.2108 2.1561  C1 1.094
11 H 0.2839 0.1332 2.0656  C2 1.093
12 H 0.9240 1.6932 1.5604  C2 1.105
13 H 0.7359 1.1560 -0.8004  C3 1.093
14 H -0.5070 -1.6367 0.1616  O4 0.978
15 H -1.6448 1.5391 -0.6218  C5 1.088
16 H -1.5653 -1.7481 -1.9961  C6 1.090
17 H -2.0436 -0.0466 -2.1165  C6 1.092
18 H -0.4183 -0.5256 -2.6388  C6 1.089
19 H -2.8003 -0.2373 0.3401  O7 0.965

Atomic partial charges in e from the Mulliken method, atoms 1 to 8: C -1.11; C -0.26; C -0.13; O -0.65; C -0.64; C -0.78; O -0.51; H 0.27

=====

(8)
# C5H12O2

2 unconnected molecules or ions with the total composition C5H12O2 at a distorted geometry (ωB97M-V/def2-TZVPD, the Open Molecules 2025 dataset).

Results
* ΔE to the lowest compared entry with this formula, charge and spin: 212.7 kJ/mol
* spin multiplicity: 1
* Kohn-Sham gap: 9.961 eV
* net charge: 0
* E: -348.123792 a.u.

Last columns: bonded neighbours and bond lengths (Å).
CARTESIAN COORDINATES (ANGSTROEM)
1 C 0.6601 -0.3042 1.8500  O2 1.455, C3 1.522, H7 1.090, H8 1.095
2 O -0.5081 -1.0975 2.2005  C1 1.455, H9 0.957
3 C 1.0136 -0.4534 0.3773  C1 1.522, C4 1.560, H10 1.093, H11 1.097
4 C -0.1959 0.0432 -0.4735  C3 1.560, C5 1.500, H12 1.114, H13 1.099
5 C -1.5028 -0.6731 -0.3001  C4 1.500, C6 1.335, H14 1.087
6 C -2.6986 -0.0794 -0.2816  C5 1.335, H15 1.099, H16 1.091
7 H 0.4621 0.7318 2.1268  C1 1.090
8 H 1.4439 -0.6642 2.5240  C1 1.095
9 H -1.1620 -0.4051 2.2895  O2 0.957
10 H 1.2914 -1.4357 -0.0136  C3 1.093
11 H 1.8519 0.1909 0.0846  C3 1.097
12 H -0.3473 1.1252 -0.2577  C4 1.114
13 H -0.0342 -0.0528 -1.5560  C4 1.099
14 H -1.5339 -1.7045 0.0435  C5 1.087
15 H -3.6583 -0.5424 -0.0118  C6 1.099
16 H -2.8933 0.8956 -0.7316  C6 1.091
17 H 3.2059 1.7435 -2.3191  O19 0.965
18 H 1.9161 1.2765 -2.4899  O19 0.970
19 O 2.6894 1.4056 -3.0613  H17 0.965, H18 0.970

Atomic partial charges in e from the Mulliken method, atoms 1 to 8: C -0.65; O -0.52; C -0.27; C -0.51; C -0.20; C -0.80; H 0.35; H 0.29

=====

(9)
# C5H12O2

3 unconnected molecules or ions with the total composition C5H12O2 at a distorted geometry (ωB97M-V/def2-TZVPD, the Open Molecules 2025 dataset).

Results
* ΔE to the lowest compared entry with this formula, charge and spin: 258.0 kJ/mol
* spin multiplicity: 1
* Kohn-Sham gap: 9.141 eV
* net charge: 0
* E: -348.106553 a.u.

Last columns: bonded neighbours and bond lengths (Å).
CARTESIAN COORDINATES (ANGSTROEM)
1 C -0.3785 2.6844 -0.7258  C2 1.515, H6 1.095, H7 1.087, H8 1.090
2 C 0.1118 1.4713 -1.4898  C1 1.515, C3 1.335, C5 1.474
3 C 0.0530 1.4729 -2.8230  C2 1.335, H9 1.083, H10 1.083
4 C 1.4049 -0.6521 -0.9392  C5 1.334, H11 1.079, H12 1.083
5 C 1.0305 0.6104 -0.7240  C2 1.474, C4 1.334, H13 1.088
6 H -0.2560 2.5245 0.3508  C1 1.095
7 H -1.4376 2.8674 -0.8873  C1 1.087
8 H 0.1850 3.5847 -0.9700  C1 1.090
9 H -0.3661 2.2954 -3.3890  C3 1.083
10 H 0.5831 0.6859 -3.3447  C3 1.083
11 H 1.5665 -1.3372 -0.1214  C4 1.079
12 H 1.3143 -1.0441 -1.9452  C4 1.083
13 H 1.3909 1.0760 0.1911  C5 1.088
14 H 1.3799 -4.4142 2.0059  O16 0.962
15 H 0.8334 -4.1093 3.4183  O16 0.970
16 O 0.5680 -4.3474 2.5166  H14 0.962, H15 0.970
17 H -2.5527 -1.6197 3.5698  O19 0.961
18 H -2.4133 -0.5529 2.4640  O19 0.960
19 O -3.0171 -1.1961 2.8428  H17 0.961, H18 0.960

Atomic partial charges in e from the Mulliken method, atoms 1 to 8: C -1.32; C 0.91; C -0.82; C -0.65; C -0.39; H 0.36; H 0.37; H 0.28

=====

(10)
# C5H12O2

2 unconnected molecules or ions with the total composition C5H12O2 (ωB97M-V/def2-TZVPD, the Open Molecules 2025 dataset).

Results
* ΔE to the lowest compared entry with this formula, charge and spin: 98.9 kJ/mol
* spin multiplicity: 1
* Kohn-Sham gap: 10.530 eV
* net charge: 0
* E: -348.167165 a.u.

Last columns: bonded neighbours and bond lengths (Å).
CARTESIAN COORDINATES (ANGSTROEM)
1 C 1.7139 -0.4393 -2.3472  C2 1.510, H5 1.089, H6 1.089, H7 1.089
2 C 0.9888 0.1294 -1.1510  C1 1.510, C3 1.518, O4 1.429, H8 1.099
3 C 1.6670 1.3803 -0.6234  C2 1.518, H9 1.095, H10 1.094, H11 1.089
4 O 0.9563 -0.8874 -0.1470  C2 1.429, H12 0.967
5 H 1.2375 -1.3551 -2.6933  C1 1.089
6 H 2.7355 -0.6929 -2.0681  C1 1.089
7 H 1.6997 0.3036 -3.1438  C1 1.089
8 H -0.0605 0.3848 -1.3565  C2 1.099
9 H 1.6879 2.1789 -1.3720  C3 1.095
10 H 2.7151 1.1664 -0.3944  C3 1.094
11 H 1.1865 1.7922 0.2634  C3 1.089
12 H 0.5646 -0.5277 0.6611  O4 0.967
13 O -0.8954 0.3457 1.8187  C14 1.200
14 C -2.0649 0.2608 2.0724  O13 1.200, C15 1.509, H16 1.099
15 C -2.7892 -1.0620 2.0169  C14 1.509, H17 1.093, H18 1.086, H19 1.082
16 H -2.5657 1.1969 2.3580  C14 1.099
17 H -2.4086 -1.6330 2.8674  C15 1.093
18 H -2.5083 -1.5883 1.1089  C15 1.086
19 H -3.8602 -0.9533 2.1299  C15 1.082

Atomic partial charges in e from the Mulliken method, atoms 1 to 8: C -1.38; C 0.68; C -1.27; O -0.56; H 0.32; H 0.35; H 0.38; H 0.19

=====

| no. | lowest unoccupied orbital energy (eV) |
| --- | --- |
| 1 | 1.00 |
| 2 | 0.89 |
| 3 | 0.74 |
| 4 | 1.05 |
| 5 | 0.91 |
| 6 | 0.99 |
| 7 | 0.35 |
| 8 | 0.65 |
| 9 | 0.52 |
| 10 | 0.90 |